[1]
DFT (ωB97M-V/def2-TZVPD) results for a molecular structure, C31H41BFN12O3PTi.

Values from the calculation:
Energy above the lowest of the compared OMol25 structures with the same formula, charge and spin: 171.8 kJ/mol
Orbital gap (alpha / beta): 0.274 / 0.303 Eh
Strongest force on any atom: 0.98 eV/Å
HOMO energy (alpha / beta): -14.312 / -15.159 eV
Lowest unoccupied orbital energy (alpha / beta): -6.9 / -6.9 eV

ORCA input file:
```
! RIJCOSX wB97M-V def2-TZVPD def2/J DEFGRID3
* xyz 3 2
Ti 1.742 -0.409 1.148
C -0.304 -2.592 4.081
C -0.121 -1.305 3.595
N 1.024 -1.229 2.915
N 1.585 -2.474 2.929
C 0.797 -3.297 3.630
B 3.012 -2.750 2.315
N 2.962 -2.825 0.727
C 3.172 -3.879 -0.075
C 3.292 -3.437 -1.378
C 3.140 -2.054 -1.295
N 2.957 -1.688 -0.031
N 3.913 -1.532 2.654
C 5.147 -1.518 3.181
C 5.648 -0.235 3.104
C 4.632 0.497 2.494
N 3.588 -0.282 2.234
H -1.113 -2.962 4.685
H -0.736 -0.426 3.711
H 1.084 -4.324 3.786
H 3.455 -3.760 2.757
H 3.254 -4.871 0.338
H 3.493 -4.029 -2.253
H 3.176 -1.311 -2.075
H 5.585 -2.423 3.566
H 6.611 0.111 3.434
H 4.606 1.538 2.217
C -4.325 1.826 -2.922
C -4.374 0.846 -1.765
N -3.044 0.289 -1.437
C -2.277 0.943 -0.553
C -1.082 0.462 -0.093
C -0.189 1.274 0.792
O -0.583 1.894 1.747
O 1.108 1.189 0.406
C -0.680 -0.854 -0.443
O 0.281 -1.430 0.146
C -1.407 -1.475 -1.527
C -0.926 -2.648 -2.126
C -1.582 -3.189 -3.187
F -1.102 -4.322 -3.725
C -2.753 -2.609 -3.733
C -3.221 -1.449 -3.135
C -2.572 -0.880 -2.027
N -3.415 -3.132 -4.859
C -2.788 -4.152 -5.703
C -3.661 -4.377 -6.943
N -4.433 -3.124 -7.230
C -5.457 -2.870 -6.150
C -4.863 -3.308 -4.809
H -5.330 2.178 -3.150
H -3.907 1.373 -3.821
H -3.717 2.696 -2.673
H -5.039 0.007 -1.959
H -4.740 1.326 -0.859
H -2.660 1.896 -0.209
H -0.037 -3.129 -1.739
H -4.087 -0.961 -3.556
H -2.671 -5.116 -5.203
H -1.799 -3.803 -5.998
H -4.400 -5.163 -6.801
H -3.056 -4.624 -7.813
H -4.886 -3.176 -8.143
H -3.781 -2.338 -7.256
H -6.353 -3.435 -6.404
H -5.689 -1.807 -6.178
H -5.110 -4.355 -4.600
H -5.303 -2.714 -4.014
C 3.164 5.415 5.062
N 3.435 5.626 3.561
C 2.281 6.457 2.976
N 1.035 5.838 3.239
C 0.845 5.653 4.677
N 1.894 4.824 5.260
C 1.824 3.432 4.803
P 2.022 3.239 2.964
C 3.554 4.307 2.853
C 0.838 4.593 2.490
H 3.214 6.404 5.519
H 3.969 4.786 5.441
H 4.305 6.149 3.454
H 2.468 6.543 1.906
H 2.344 7.439 3.447
H -0.122 5.183 4.851
H 0.854 6.630 5.163
H 0.853 3.026 5.092
H 2.585 2.839 5.317
H 3.787 4.513 1.806
H 4.404 3.781 3.292
H -0.175 4.234 2.666
H 0.928 4.794 1.420
*
```

[2]
DFT (ωB97M-V/def2-TZVPD) results for a single C5H6O molecule in a non-equilibrium geometry.

Values from the calculation:
Energy above the lowest of the compared OMol25 structures with the same formula, charge and spin: 458.2 kJ/mol
Orbital gap (alpha / beta): 0.256 / 0.309 Eh
Strongest force on any atom: 1.91 eV/Å
HOMO energy (alpha / beta): -6.917 / -7.353 eV
Lowest unoccupied orbital energy (alpha / beta): 0.0 / 1.0 eV

ORCA input file:
```
! RIJCOSX wB97M-V def2-TZVPD def2/J DEFGRID3
* xyz 0 1
C 1.682 -0.612 -1.178
C 0.628 0.201 -0.536
O -0.586 0.141 -0.976
C -1.594 0.487 -0.142
C -1.462 0.332 1.239
C -1.435 0.152 2.442
H 1.230 -1.347 -1.847
H 2.265 -1.149 -0.418
H 2.383 0.015 -1.741
H 0.798 0.870 0.300
H -2.438 0.938 -0.636
H -1.471 -0.027 3.493
*
```

[3]
DFT (ωB97M-V/def2-TZVPD) results for 2 unconnected molecules or ions with the total composition C5H14 in a non-equilibrium geometry.

Values from the calculation:
Energy above the lowest of the compared OMol25 structures with the same formula, charge and spin: 80.2 kJ/mol
Orbital gap: 0.449 Eh
SMILES: CCC.CC
Strongest force on any atom: 2.16 eV/Å
HOMO energy: -11.088 eV
Lowest unoccupied orbital energy: 1.1 eV

ORCA input file:
```
! RIJCOSX wB97M-V def2-TZVPD def2/J DEFGRID3
* xyz 0 1
C -0.658 0.360 1.132
C 0.642 0.650 1.880
C 1.820 1.064 0.976
H -1.404 0.425 1.909
H -0.895 1.163 0.394
H -0.620 -0.512 0.502
H 0.869 -0.354 2.288
H 0.434 1.351 2.701
H 2.648 1.477 1.575
H 1.342 1.785 0.312
H 2.131 0.143 0.471
C -0.148 -0.708 -1.774
C -1.553 -1.283 -1.995
H 0.426 -1.187 -0.989
H 0.354 -0.575 -2.721
H -0.185 0.357 -1.452
H -2.392 -0.635 -1.680
H -1.761 -2.169 -1.343
H -1.696 -1.695 -2.981
*
```

[4]
DFT (ωB97M-V/def2-TZVPD) results for a molecular structure, C6H7N in a non-equilibrium geometry.

Values from the calculation:
Energy above the lowest of the compared OMol25 structures with the same formula, charge and spin: 118.6 kJ/mol
Orbital gap (alpha / beta): 0.276 / 0.302 Eh
Strongest force on any atom: 9.85 eV/Å
HOMO energy (alpha / beta): -6.450 / -9.728 eV
Lowest unoccupied orbital energy (alpha / beta): 1.1 / -1.5 eV

ORCA input file:
```
! RIJCOSX wB97M-V def2-TZVPD def2/J DEFGRID3
* xyz 0 3
C -0.293 -0.765 -1.557
C 1.972 0.417 -0.737
C 0.734 0.006 -0.947
C -1.414 -0.989 -0.819
C 0.499 0.633 0.516
C -0.427 0.710 1.760
N 1.732 1.008 0.577
H -0.098 -1.378 -2.498
H 2.807 0.490 -1.440
H -1.462 -0.470 0.116
H -2.108 -1.768 -1.137
H -1.383 1.381 1.601
H 0.145 1.077 2.498
H -0.704 -0.353 2.066
*
```

[5]
DFT (ωB97M-V/def2-TZVPD) results for 3 unconnected molecules or ions with the total composition C6H16ClNO5PS2 in a non-equilibrium geometry.

Values from the calculation:
Energy above the lowest of the compared OMol25 structures with the same formula, charge and spin: 176.2 kJ/mol
Orbital gap: 0.245 Eh
Strongest force on any atom: 2.79 eV/Å
HOMO energy: -4.304 eV
Lowest unoccupied orbital energy: 2.4 eV

ORCA input file:
```
! RIJCOSX wB97M-V def2-TZVPD def2/J DEFGRID3
* xyz -1 1
N -0.269 -3.332 -2.880
C -1.311 -2.434 -3.411
C -1.561 -1.146 -2.512
O -1.539 -1.235 -1.273
O -1.823 -0.056 -3.139
P -2.964 -3.268 -3.720
O -3.925 -3.069 -2.352
Cl -3.911 -2.030 -5.175
H 0.360 -3.591 -3.637
H -0.648 -4.162 -2.427
H -0.962 -2.039 -4.403
H -4.738 -3.590 -2.440
C -0.910 2.792 2.322
S -2.267 1.645 2.023
O -2.849 1.286 3.354
C -1.232 0.272 1.497
H -1.323 3.726 2.703
H -0.224 2.373 3.060
H -0.384 2.985 1.387
H -0.527 0.016 2.291
H -0.696 0.545 0.588
H -1.872 -0.584 1.289
C 4.051 1.435 0.423
S 2.583 1.760 1.416
O 2.437 3.239 1.522
C 3.273 1.174 2.975
H 3.855 1.765 -0.596
H 4.903 1.985 0.827
H 4.260 0.364 0.422
H 4.174 1.740 3.220
H 3.507 0.112 2.893
H 2.528 1.321 3.756
*
```

[6]
DFT (ωB97M-V/def2-TZVPD) results for a single C3H4FNS molecule in a non-equilibrium geometry.

Values from the calculation:
Energy above the lowest of the compared OMol25 structures with the same formula, charge and spin: 34.8 kJ/mol
Orbital gap: 0.322 Eh
SMILES: NC(=S)/C=C\F
Strongest force on any atom: 2.71 eV/Å
HOMO energy: -8.706 eV
Lowest unoccupied orbital energy: 0.1 eV

ORCA input file:
```
! RIJCOSX wB97M-V def2-TZVPD def2/J DEFGRID3
* xyz 0 1
N 0.209 -0.224 1.503
C 0.236 0.817 0.651
S 0.356 2.357 1.090
C 0.211 0.412 -0.864
C -0.089 -0.774 -1.357
F -0.323 -1.856 -0.614
H -0.393 -0.948 1.093
H -0.210 -0.022 2.413
H 0.309 1.254 -1.546
H -0.308 -1.015 -2.368
*
```

[7]
DFT (ωB97M-V/def2-TZVPD) results for 14 unconnected molecules or ions with the total composition C14H56O14 in a non-equilibrium geometry.

Values from the calculation:
Energy above the lowest of the compared OMol25 structures with the same formula, charge and spin: 247.3 kJ/mol
Orbital gap: 0.358 Eh
Strongest force on any atom: 2.15 eV/Å
HOMO energy: -9.430 eV
Lowest unoccupied orbital energy: 0.3 eV

ORCA input file:
```
! RIJCOSX wB97M-V def2-TZVPD def2/J DEFGRID3
* xyz 0 1
C -2.479 -3.256 3.060
O -2.136 -4.506 3.706
H -1.859 -2.987 2.205
H -3.526 -3.380 2.782
H -2.524 -2.428 3.766
H -1.178 -4.560 3.658
C -2.313 -5.677 -0.593
O -1.538 -4.614 -1.206
H -1.801 -6.170 0.233
H -3.126 -5.159 -0.083
H -2.513 -6.479 -1.304
H -1.539 -3.771 -0.746
C -2.878 4.370 -3.524
O -1.941 3.789 -4.484
H -2.426 4.441 -2.534
H -3.133 5.406 -3.747
H -3.861 3.902 -3.488
H -2.437 3.763 -5.305
C 3.511 -1.821 -4.255
O 2.450 -2.121 -3.371
H 4.458 -1.758 -3.720
H 3.720 -2.606 -4.981
H 3.255 -0.898 -4.776
H 2.651 -2.954 -2.939
C -3.294 -1.929 -1.244
O -2.996 -1.616 0.109
H -3.844 -2.866 -1.322
H -3.800 -1.074 -1.693
H -2.349 -2.019 -1.778
H -3.799 -1.455 0.610
C -3.772 1.282 2.345
O -2.452 1.850 2.539
H -3.965 1.322 1.273
H -3.893 0.262 2.707
H -4.455 1.966 2.849
H -1.878 1.203 2.122
C 1.147 -3.748 2.439
O 0.624 -4.620 3.396
H 1.719 -4.339 1.724
H 0.331 -3.377 1.818
H 1.797 -3.016 2.917
H 1.307 -4.871 4.022
C -0.432 0.239 -3.695
O -1.461 0.863 -4.487
H -0.768 -0.318 -2.821
H 0.120 -0.451 -4.333
H 0.116 1.105 -3.323
H -1.573 1.806 -4.348
C 0.418 -0.086 0.318
O 0.043 1.074 1.133
H -0.411 -0.337 -0.344
H 1.254 0.026 -0.372
H 0.600 -0.928 0.986
H 0.016 1.744 0.447
C 1.603 -0.543 4.350
O 0.306 -0.738 3.813
H 2.119 -1.462 4.626
H 2.165 -0.030 3.570
H 1.618 0.069 5.252
H 0.158 -0.071 3.138
C 0.582 3.351 4.097
O -0.488 3.702 3.238
H 1.167 4.193 4.468
H 0.322 2.661 4.900
H 1.244 2.742 3.481
H -0.989 2.889 3.144
C 4.624 0.824 1.035
O 5.974 0.773 1.236
H 4.143 1.634 1.583
H 4.356 1.151 0.030
H 4.210 -0.178 1.152
H 6.299 1.666 1.103
C 3.337 2.422 -3.495
O 2.019 3.011 -3.314
H 3.486 1.984 -4.482
H 4.135 3.152 -3.364
H 3.397 1.567 -2.821
H 1.897 3.715 -3.955
C -0.020 4.149 -0.694
O 0.583 2.873 -0.981
H 0.630 4.754 -0.062
H -0.375 4.634 -1.603
H -0.909 3.942 -0.097
H 1.223 2.950 -1.692
*
```

[8]
DFT (ωB97M-V/def2-TZVPD) results for a single CH3FOS2 molecule in a non-equilibrium geometry.

Values from the calculation:
Energy above the lowest of the compared OMol25 structures with the same formula, charge and spin: 175.2 kJ/mol
Orbital gap: 0.285 Eh
Strongest force on any atom: 3.73 eV/Å
HOMO energy: -9.866 eV
Lowest unoccupied orbital energy: -2.1 eV

ORCA input file:
```
! RIJCOSX wB97M-V def2-TZVPD def2/J DEFGRID3
* xyz 0 1
C -1.179 -0.024 -0.053
O 0.282 1.766 1.111
F 2.748 -1.869 -0.162
S 2.109 -0.253 -0.657
S 0.244 1.126 -0.180
H -1.007 -0.922 -0.637
H -1.097 -0.222 0.927
H -2.099 0.398 -0.349
*
```